No. 1
The following is a quantum chemistry calculation of a structure of composition C33H48BrN3P2ReSe at a distorted geometry, from the Open Molecules 2025 dataset.

Values from the calculation:
Gap between HOMO and LUMO (alpha / beta) = 5.433 / 4.247 eV
Charge = +4
DFT total energy = -7185.25870 Eh
Multiplicity = 4

Each line ends with the Mulliken charge.
Element x y z (Å)
N: -2.717 -5.421 -4.617  0.08
C: -1.597 -5.449 -3.905  -0.48
C: -1.225 -4.407 -3.051  -0.43
C: -2.030 -3.261 -2.922  0.00
C: -3.186 -3.224 -3.701  -0.18
C: -3.480 -4.335 -4.536  -0.60
C: -1.474 -2.153 -1.978  -0.28
Re: -2.151 -0.464 -1.065  -0.36
P: -2.386 0.564 0.872  1.50
C: -1.695 -2.318 -0.497  -0.17
C: -0.477 -2.385 0.371  0.88
C: -0.583 -2.835 1.711  -1.48
C: 0.369 -2.454 2.604  -0.50
C: 1.460 -1.535 2.226  0.29
C: 1.693 -1.366 0.796  -1.01
C: 0.672 -1.703 -0.056  -0.19
Br: 1.299 0.232 2.957  0.13
H: -0.416 -2.128 -2.272  0.30
H: -2.478 -3.029 -0.220  0.83
H: -0.272 -4.493 -2.534  0.44
H: -3.844 -2.358 -3.731  0.46
H: -0.981 -6.346 -3.992  0.41
H: -4.383 -4.332 -5.150  0.44
H: -1.497 -3.361 2.043  0.47
H: 0.762 -1.310 -1.072  -0.03
H: 0.285 -2.699 3.668  0.65
H: 2.522 -0.728 0.480  1.11
P: -0.715 0.877 -2.105  1.15
C: -2.065 -0.116 2.535  1.47
C: -2.715 0.442 3.814  -1.42
H: -0.964 -0.034 2.649  -1.73
H: -2.294 -1.187 2.448  0.63
H: -2.338 -0.162 4.651  0.46
H: -2.442 1.484 4.018  0.25
H: -3.811 0.350 3.823  0.33
C: -4.231 0.608 0.942  -1.10
C: -4.754 2.015 1.204  -1.39
H: -4.502 -0.092 1.741  0.70
H: -4.626 0.195 -0.001  0.59
H: -5.840 1.973 1.341  0.47
H: -4.325 2.461 2.111  0.26
H: -4.564 2.688 0.360  0.32
C: -1.591 2.245 0.975  0.78
C: -1.221 2.859 2.329  -1.69
H: -2.176 2.966 0.386  0.44
H: -0.643 2.120 0.433  -1.04
H: -0.640 3.769 2.127  0.45
H: -2.099 3.145 2.920  0.30
H: -0.573 2.181 2.897  0.28
C: 0.726 1.917 -1.646  -0.62
C: 1.002 3.129 -2.530  -1.53
H: 1.599 1.249 -1.617  0.40
H: 0.603 2.257 -0.613  0.57
H: 1.241 2.875 -3.565  0.33
H: 0.166 3.832 -2.533  0.37
H: 1.868 3.657 -2.114  0.45
C: -2.238 1.914 -2.327  -1.12
C: -3.549 1.140 -2.426  -0.85
H: -1.990 2.396 -3.283  0.83
H: -2.260 2.692 -1.553  0.18
H: -3.810 1.045 -3.486  0.42
H: -3.605 0.044 -2.081  0.17
H: -4.369 1.652 -1.916  0.35
C: -0.286 0.421 -3.830  -0.59
C: 1.171 0.021 -4.043  -1.29
H: -0.562 1.310 -4.412  0.66
H: -0.956 -0.394 -4.140  0.33
H: 1.238 -0.730 -4.836  0.36
H: 1.791 0.867 -4.356  0.33
H: 1.636 -0.414 -3.150  0.28
C: 4.206 0.117 4.805  -0.98
N: 4.641 -0.214 3.456  0.20
C: 4.181 -1.249 2.704  -0.57
Se: 3.062 -2.618 3.271  0.33
N: 4.627 -1.032 1.428  0.09
C: 5.338 0.171 1.365  0.73
C: 5.765 0.902 0.266  -0.83
C: 6.305 2.165 0.555  -0.62
C: 6.357 2.668 1.869  -0.72
C: 5.895 1.921 2.959  -0.75
C: 5.373 0.669 2.654  0.99
H: 3.337 0.785 4.783  0.37
H: 5.040 0.633 5.289  0.41
H: 3.942 -0.801 5.332  0.33
H: 4.338 -1.601 0.627  0.45
H: 5.673 0.459 -0.724  0.49
H: 6.706 2.772 -0.261  0.44
H: 6.781 3.663 2.046  0.43
H: 5.956 2.222 4.006  0.35

No. 2
The following is a quantum chemistry calculation of an isolated molecule of C3H3P at a distorted geometry, from the Open Molecules 2025 dataset.

Values from the calculation:
Gap between HOMO and LUMO = 7.869 eV
Charge = 0
DFT total energy = -457.27081 Eh

Each line ends with the Mulliken charge.
Element x y z (Å)
C: 2.399 0.057 0.829  -0.17
C: 1.631 0.520 -0.079  -0.06
C: -0.937 -0.236 -0.043  -0.91
P: 0.622 -0.200 -1.162  0.18
H: -0.579 0.107 0.918  0.31
H: -1.698 -0.944 -0.047  0.38
H: -1.438 0.697 -0.416  0.27

No. 3
The following is a quantum chemistry calculation of a structure of composition C35H47GeN3O5SV at a distorted geometry, from the Open Molecules 2025 dataset.

Values from the calculation:
Gap between HOMO and LUMO (alpha / beta) = 4.881 / 7.321 eV
Charge = -1
DFT total energy = -5321.66433 Eh
Multiplicity = 3

Each line ends with the Mulliken charge.
Element x y z (Å)
V: -0.190 -0.341 -0.171  1.46
C: -4.078 -0.821 1.962  -2.02
C: -3.397 -0.675 0.602  2.00
C: -3.034 -2.062 0.090  -1.94
C: -4.342 0.014 -0.376  -1.54
O: -2.205 0.135 0.694  0.07
Ge: -1.765 1.219 2.192  -1.29
O: -1.174 2.592 1.128  0.38
C: -1.569 3.952 1.206  1.38
C: -2.314 4.312 -0.076  -1.41
C: -2.471 4.246 2.409  -1.96
C: -0.301 4.794 1.327  -1.48
O: -0.092 0.323 1.980  0.07
C: 0.993 0.466 2.908  2.03
C: 0.646 1.452 4.023  -2.06
C: 2.192 1.003 2.133  -1.50
C: 1.277 -0.894 3.530  -1.76
H: -4.962 -1.453 1.854  0.48
H: -4.392 0.143 2.365  0.42
H: -3.405 -1.287 2.685  0.43
H: -3.919 -2.703 0.118  0.59
H: -2.260 -2.516 0.712  0.26
H: -2.673 -2.021 -0.938  0.39
H: -5.289 -0.530 -0.440  0.47
H: -3.898 0.052 -1.371  0.21
H: -4.546 1.036 -0.046  0.20
H: -3.211 3.694 -0.173  0.18
H: -1.681 4.121 -0.945  0.18
H: -2.608 5.365 -0.081  0.57
H: -3.385 3.650 2.371  0.41
H: -2.748 5.303 2.422  0.45
H: -1.958 4.010 3.346  0.42
H: 0.357 4.626 0.473  0.17
H: 0.245 4.513 2.231  0.29
H: -0.541 5.860 1.380  0.43
H: 0.465 2.456 3.626  0.20
H: 1.482 1.507 4.725  0.49
H: -0.242 1.133 4.571  0.45
H: 1.949 1.977 1.703  0.17
H: 2.440 0.341 1.303  0.00
H: 3.065 1.103 2.784  0.52
H: 0.538 -1.121 4.304  0.44
H: 2.272 -0.918 3.981  0.30
H: 1.202 -1.677 2.780  0.27
O: 0.050 -3.065 1.162  -0.69
S: 1.195 -3.103 0.275  0.76
O: 1.198 -4.100 -0.763  -0.78
N: 1.358 -1.606 -0.241  1.59
C: 2.412 -1.173 -1.090  0.15
C: 3.489 -1.917 -1.553  -0.76
C: 4.467 -1.279 -2.319  -0.91
C: 4.384 0.066 -2.620  -0.94
C: 3.295 0.838 -2.168  1.18
C: 3.118 2.226 -2.438  -1.76
C: 1.992 2.868 -1.922  -0.85
C: 1.067 2.186 -1.164  -0.62
N: 1.202 0.855 -0.876  1.08
C: 2.311 0.194 -1.392  -0.61
C: 2.640 -3.471 1.240  0.10
C: 2.865 -4.809 1.549  -0.78
C: 3.975 -5.158 2.303  -0.67
C: 4.864 -4.177 2.726  -0.50
C: 4.641 -2.848 2.400  -1.01
C: 3.525 -2.489 1.655  0.58
H: 3.558 -2.978 -1.352  0.61
H: 5.306 -1.859 -2.688  0.42
H: 5.154 0.544 -3.215  0.39
H: 3.843 2.756 -3.043  0.36
H: 1.827 3.923 -2.105  0.51
H: 0.197 2.664 -0.743  0.56
H: 2.174 -5.562 1.193  0.44
H: 4.153 -6.197 2.549  0.40
H: 5.737 -4.453 3.306  0.38
H: 5.338 -2.084 2.719  0.46
H: 3.351 -1.457 1.391  0.24
C: -2.101 1.838 -2.643  -0.76
C: -2.223 0.520 -3.355  0.50
C: -2.931 0.420 -4.547  -0.95
C: -2.998 -0.773 -5.251  -0.88
C: -2.336 -1.887 -4.752  -0.96
C: -1.622 -1.831 -3.562  1.13
C: -0.888 -3.024 -3.027  -1.03
C: -1.575 -0.620 -2.852  -0.30
N: -0.877 -0.553 -1.659  0.73
H: -2.920 2.505 -2.920  0.59
H: -1.159 2.328 -2.910  0.38
H: -2.099 1.720 -1.560  -0.41
H: -3.434 1.303 -4.929  0.41
H: -3.559 -0.835 -6.175  0.38
H: -2.371 -2.827 -5.292  0.39
H: -1.132 -3.923 -3.596  0.42
H: -1.124 -3.204 -1.979  0.15
H: 0.193 -2.873 -3.065  0.13

No. 4
The following is a quantum chemistry calculation of a structure of composition C24H37AsOP2Tl at a distorted geometry, from the Open Molecules 2025 dataset.

Values from the calculation:
Gap between HOMO and LUMO = 8.140 eV
Charge = +1
DFT total energy = -4102.63311 Eh

Each line ends with the Mulliken charge.
Element x y z (Å)
Tl: -0.937 -1.861 -1.873  0.68
H: -2.598 1.685 1.270  0.25
H: -2.046 1.733 0.767  -0.33
P: -3.380 -1.482 0.894  0.66
P: -1.534 1.444 -2.837  0.62
C: 0.003 1.160 -3.811  -0.98
H: 0.049 1.894 -4.628  0.46
H: 0.875 1.268 -3.152  0.14
H: -0.009 0.143 -4.227  0.25
C: -2.688 1.828 -4.212  -1.26
H: -3.572 2.343 -3.812  0.38
H: -2.205 2.448 -4.979  0.38
H: -3.019 0.884 -4.665  0.32
C: -1.156 3.154 -2.261  -1.09
H: -0.363 3.102 -1.501  0.10
H: -0.834 3.798 -3.092  0.40
H: -2.058 3.577 -1.802  0.37
C: -5.028 -2.223 0.530  -1.26
H: -5.398 -2.818 1.376  0.43
H: -5.730 -1.411 0.303  0.39
H: -4.946 -2.851 -0.364  0.34
C: -2.508 -2.968 1.554  -0.84
H: -1.644 -2.638 2.148  0.03
H: -3.196 -3.568 2.170  0.42
H: -2.141 -3.567 0.705  0.28
C: -3.787 -0.680 2.503  -1.39
H: -4.339 0.241 2.281  0.39
H: -4.391 -1.340 3.143  0.39
H: -2.851 -0.398 3.004  0.31
H: -3.765 -0.833 -1.687  -0.24
H: -3.756 -1.264 -2.317  0.16
O: 0.079 -0.023 -0.582  0.26
As: 1.461 -0.003 0.411  0.91
C: 2.966 -0.611 -0.658  0.29
C: 2.805 -1.090 -1.965  0.09
C: 3.924 -1.558 -2.666  -0.61
C: 5.192 -1.529 -2.079  -0.49
C: 5.342 -1.042 -0.774  -0.68
C: 4.229 -0.589 -0.056  -0.41
C: 1.689 1.856 0.853  0.42
C: 2.625 2.615 0.138  -0.43
C: 2.710 3.997 0.365  -0.67
C: 1.863 4.629 1.286  -0.51
C: 0.932 3.861 1.988  -0.90
C: 0.826 2.482 1.764  -0.11
C: 1.183 -1.295 1.828  0.61
C: 1.281 -2.658 1.529  -0.54
C: 1.119 -3.598 2.548  -0.67
C: 0.863 -3.190 3.862  -0.55
C: 0.786 -1.822 4.149  -0.65
C: 0.968 -0.868 3.143  -0.32
H: 1.816 -1.100 -2.428  -0.28
H: 3.797 -1.943 -3.678  0.42
H: 6.061 -1.880 -2.635  0.40
H: 6.325 -1.016 -0.309  0.40
H: 4.344 -0.225 0.966  0.42
H: 3.253 2.136 -0.622  0.35
H: 3.427 4.589 -0.204  0.40
H: 1.899 5.713 1.429  0.39
H: 0.238 4.338 2.679  0.40
H: 0.060 1.902 2.281  0.31
H: 1.475 -2.986 0.502  0.43
H: 1.170 -4.660 2.315  0.38
H: 0.717 -3.927 4.650  0.41
H: 0.578 -1.498 5.168  0.41
H: 0.947 0.199 3.374  0.38

No. 5
The following is a quantum chemistry calculation of a structure of composition C6H7FeO6 at a distorted geometry, from the Open Molecules 2025 dataset.

Values from the calculation:
Gap between HOMO and LUMO (alpha / beta) = 7.704 / 9.343 eV
Charge = 0
DFT total energy = -1947.81088 Eh
Multiplicity = 6

Each line ends with the Mulliken charge.
Element x y z (Å)
O: 1.302 -3.481 1.268  -0.66
C: 0.493 -2.560 1.582  1.06
O: -0.670 -2.655 0.890  -0.48
O: 0.759 -1.354 1.831  -0.56
Fe: -0.110 -4.519 0.318  0.26
C: -1.012 -0.953 0.848  -0.55
C: -0.645 -0.405 -0.524  -0.14
C: -1.143 0.993 -0.724  -0.12
C: -0.438 2.011 -1.210  -0.82
O: 0.877 1.853 -1.639  -0.33
C: 1.915 2.298 -0.914  0.75
O: 3.008 2.401 -1.402  -0.53
O: 1.667 2.617 0.346  -0.45
H: -0.991 -0.182 1.626  0.48
H: -2.087 -1.165 0.907  0.39
H: -1.092 -1.052 -1.297  0.19
H: 0.442 -0.454 -0.666  0.31
H: -2.187 1.208 -0.484  0.35
H: -0.852 3.006 -1.384  0.44
H: 0.766 2.393 0.627  0.42

No. 6
The following is a quantum chemistry calculation of an isolated molecule of C5H5NO at a distorted geometry, from the Open Molecules 2025 dataset.

Values from the calculation:
Gap between HOMO and LUMO (alpha / beta) = 8.930 / 8.916 eV
Charge = 0
DFT total energy = -323.32698 Eh

Each line ends with the Mulliken charge.
Element x y z (Å)
O: -2.436 -0.456 -0.135  -0.58
C: -1.183 -0.353 0.288  0.77
C: -1.154 1.065 -0.008  -0.73
C: 1.038 -0.126 -0.408  -0.29
C: 0.090 -1.006 -0.050  -0.51
C: 2.411 -0.255 -0.160  0.18
N: 3.539 -0.331 0.064  -0.42
H: -1.252 1.544 -0.972  0.41
H: -1.153 1.751 0.827  0.26
H: 0.855 0.689 -1.098  0.34
H: -1.018 -0.496 1.385  0.17
H: 0.263 -2.025 0.268  0.40

No. 7
The following is a quantum chemistry calculation of a structure of composition C37H36BrIIrNOP, from the Open Molecules 2025 dataset.

Values from the calculation:
Gap between HOMO and LUMO (alpha / beta) = 7.689 / 6.778 eV
Charge = +1
DFT total energy = -4878.50958 Eh
Multiplicity = 5

Each line ends with the Mulliken charge.
Element x y z (Å)
Ir: 0.252 -0.026 0.102  1.66
O: -2.290 -1.370 -0.360  -0.20
C: -2.586 -1.622 -1.481  -1.47
C: -1.897 -1.119 -2.692  0.79
C: -2.261 -1.500 -3.953  -0.78
C: -1.641 -1.080 -5.145  -0.94
C: -0.408 -0.392 -5.348  -0.86
C: 0.532 -0.005 -4.444  -0.77
C: 0.451 -0.281 -2.972  1.45
P: 1.335 0.889 -1.713  -0.47
C: 0.884 2.628 -2.051  1.55
C: 0.805 3.181 -3.326  -0.23
C: 0.629 4.545 -3.494  -0.88
C: 0.546 5.377 -2.385  -0.85
C: 0.633 4.836 -1.112  -0.77
C: 0.801 3.469 -0.946  -0.66
C: 3.128 1.082 -1.960  1.15
C: 3.677 1.545 -3.153  -0.68
C: 5.043 1.753 -3.256  -0.89
C: 5.869 1.528 -2.163  -0.67
C: 5.325 1.099 -0.962  -0.69
C: 3.959 0.876 -0.865  0.24
H: -3.104 -2.177 -4.037  0.54
H: -2.145 -1.382 -6.055  0.42
H: -0.182 -0.183 -6.388  0.48
H: 1.438 0.443 -4.833  0.11
H: 0.854 2.548 -4.204  0.19
H: 0.558 4.959 -4.491  0.50
H: 0.414 6.443 -2.517  0.41
H: 0.576 5.479 -0.242  0.48
H: 0.866 3.054 0.053  0.39
H: 3.049 1.768 -4.006  0.25
H: 5.463 2.107 -4.188  0.46
H: 6.934 1.702 -2.243  0.41
H: 5.961 0.940 -0.101  0.46
H: 3.534 0.541 0.073  -0.04
C: -2.892 3.811 -4.954  -1.76
C: -2.700 3.036 -3.679  0.17
C: -3.263 3.471 -2.489  -0.90
C: -3.094 2.753 -1.314  -0.05
C: -3.738 3.208 -0.033  -1.64
C: -2.321 1.598 -1.348  -0.61
C: -1.708 1.166 -2.514  -0.29
C: -1.939 1.873 -3.688  -0.27
N: -0.950 -0.103 -2.433  2.13
C: 1.040 -1.809 -2.767  1.99
C: 0.759 -2.792 -3.918  -2.08
C: 0.543 -2.509 -1.507  -1.49
C: 2.571 -1.769 -2.685  -1.82
H: -3.406 4.753 -4.769  0.38
H: -3.485 3.244 -5.674  0.35
H: -1.934 4.037 -5.426  0.34
H: -3.851 4.382 -2.478  0.32
H: -4.171 4.201 -0.144  0.39
H: -3.012 3.256 0.781  0.21
H: -4.534 2.527 0.272  0.33
H: -2.213 1.004 -0.451  1.19
H: -1.498 1.577 -4.619  0.52
H: -0.290 -2.976 -4.110  0.28
H: 1.197 -3.745 -3.615  0.66
H: 1.242 -2.497 -4.846  0.36
H: -0.470 -2.891 -1.587  0.36
H: 0.603 -1.879 -0.603  -0.04
H: 1.201 -3.352 -1.292  0.50
H: 3.027 -1.187 -3.485  0.24
H: 2.934 -2.794 -2.777  0.65
H: 2.932 -1.390 -1.733  0.36
Br: -0.899 1.547 1.962  0.06
C: -0.276 0.936 3.659  0.91
C: -0.976 1.394 4.765  -0.79
C: -0.584 0.992 6.030  -0.60
C: 0.498 0.139 6.187  -0.64
C: 1.193 -0.314 5.078  -0.57
C: 0.806 0.086 3.804  0.04
I: 1.904 -0.632 2.187  0.18
H: -1.822 2.055 4.634  0.40
H: -1.130 1.346 6.894  0.39
H: 0.803 -0.180 7.174  0.38
H: 2.034 -0.982 5.201  0.37

No. 8
The following is a quantum chemistry calculation of an isolated molecule of C4H7NO at a distorted geometry, from the Open Molecules 2025 dataset.

Values from the calculation:
SMILES string = C[C@H]1O[C@H]2CN21
Gap between HOMO and LUMO = 9.926 eV
Charge = 0
DFT total energy = -286.50010 Eh

Each line ends with the Mulliken charge.
Element x y z (Å)
C: 1.068 -0.790 0.833  -0.23
C: -1.575 0.606 0.134  -1.11
C: 1.563 0.005 -0.313  -0.08
C: -0.485 0.075 -0.775  0.37
N: 0.273 -1.072 -0.353  -0.50
O: 0.719 0.979 -0.787  -0.40
H: 0.637 -0.249 1.679  0.18
H: 1.702 -1.616 1.142  0.25
H: 2.505 -0.170 -0.821  0.36
H: -0.816 0.001 -1.814  0.28
H: -1.211 0.852 1.133  0.25
H: -2.370 -0.139 0.228  0.31
H: -2.010 1.518 -0.286  0.33